Molecular formula: C11H24ClIN2NdO2PS
Method: DFT, ωB97M-V with the def2-TZVPD basis set

Values from the calculation:
- LUMO level (spin up / spin down) (eV) = -7.5 / -7.5
- gap between HOMO and LUMO (spin up / spin down) (hartree) = 0.2611 / 0.2619
- <S²> = 3.7541
- E_HOMO (spin up / spin down) (eV) = -14.58 / -14.60
- calculated total energy (eV) = -74883.3390
- largest force on an atom (eV Å⁻¹) = 6.21

ORCA input file:
```
! RIJCOSX wB97M-V def2-TZVPD def2/J DEFGRID3
* xyz 2 4
C -3.459 2.324 -6.293
C -3.716 0.977 -5.864
H -4.112 2.560 -7.149
H -2.394 2.368 -6.577
H -3.644 2.992 -5.436
O -3.916 -0.093 -5.450
I -2.739 2.110 -2.102
Nd -0.240 1.008 -1.113
P 1.311 -0.842 -2.714
C 1.589 -2.629 -2.560
C 1.197 -0.627 -4.522
H 2.927 0.942 -2.332
H 3.568 -0.316 -3.439
H 3.530 -0.599 -1.667
C 3.001 -0.139 -2.511
H 0.989 0.427 -4.750
H 2.171 -0.905 -4.958
H 2.395 -2.965 -3.227
H 0.669 -3.160 -2.817
H 0.406 -1.254 -4.945
H 1.849 -2.885 -1.529
C -1.445 -1.433 -1.377
O -1.893 -2.484 -1.195
Cl 1.389 2.952 -1.317
C 0.769 2.276 5.410
C -0.131 1.811 4.289
N 0.655 1.206 3.169
C 0.407 0.022 2.595
S 1.079 -0.367 1.030
N -0.388 -0.880 3.250
C 0.073 -1.460 4.549
C -1.099 -2.199 5.155
H 1.556 1.541 5.631
H 0.185 2.437 6.320
H 1.237 3.229 5.142
H -0.856 1.065 4.619
H -0.684 2.664 3.868
H 1.265 1.841 2.652
H -0.710 -1.617 2.616
H 0.942 -2.131 4.399
H 0.400 -0.626 5.192
H -1.494 -2.958 4.470
H -0.744 -2.686 6.073
H -1.897 -1.496 5.413
*
```



Molecular formula: C5H12O2
Method: DFT, ωB97M-V with the def2-TZVPD basis set

Values from the calculation:
- LUMO level (eV) = 0.5
- gap between HOMO and LUMO (hartree) = 0.3722
- E_HOMO (eV) = -9.58
- structure (SMILES) = CC/C=C/CO.O
- calculated total energy (eV) = -9473.1190
- largest force on an atom (eV Å⁻¹) = 1.96

ORCA input file:
```
! RIJCOSX wB97M-V def2-TZVPD def2/J DEFGRID3
* xyz 0 1
C -2.381 -1.556 0.844
C -1.679 -0.187 0.835
C 2.121 0.230 0.924
O 3.183 0.975 0.312
C 0.729 0.651 0.558
C -0.241 -0.250 0.368
H -3.452 -1.361 0.790
H -2.235 -2.142 1.742
H -2.114 -2.159 -0.024
H -1.704 0.148 1.869
H -2.242 0.456 0.148
H 2.250 -0.839 0.718
H 2.216 0.413 1.993
H 3.077 0.880 -0.639
H 0.400 1.655 0.820
H 0.128 -1.276 0.258
H 1.117 2.054 -3.966
H 0.465 0.830 -3.418
O 0.360 1.480 -4.132
*
```